Run w
The following is a DFT calculation (ωB97M-V/def2-TZVPD) of 2 unconnected molecules or ions with the total composition C4H6N2.

ORCA input file:
```
! RIJCOSX wB97M-V def2-TZVPD def2/J DEFGRID3
* xyz 0 1
H -0.569 1.970 -0.095
C -0.508 0.872 -0.130
H -0.459 -0.095 -2.010
N 0.142 0.308 -1.298
H -0.562 -0.637 1.651
C -1.578 0.180 0.532
C 0.983 -0.628 -0.521
H 0.673 -1.674 -0.611
H 2.041 -0.558 -0.818
H 1.314 0.782 1.128
N -2.032 -0.545 1.330
C 0.557 0.026 0.842
*
```

Summary:
HOMO-LUMO gap ... 9.73 eV
HOMO energy ... -9.221 eV
LUMO ... 0.5 eV

These are the Löwdin partial charges, in e, on atoms 1 to 5: 0.137 -0.288 0.109 -0.031 0.189

Run x
The following is a DFT calculation (ωB97M-V/def2-TZVPD) of 2 unconnected molecules or ions with the total composition C4H6N2.

ORCA input file:
```
! RIJCOSX wB97M-V def2-TZVPD def2/J DEFGRID3
* xyz 0 1
H -1.797 0.680 -0.827
H -0.563 -0.526 -1.445
H 1.819 1.134 -0.277
H -0.948 -1.971 0.637
C 2.556 0.290 -2.157
H -2.202 -0.778 1.240
N 2.215 0.826 -1.171
N 0.675 0.768 1.159
C -0.272 0.117 0.636
H 0.852 0.467 2.118
C -1.046 -0.070 -0.584
C -1.289 -0.938 0.671
*
```

Summary:
HOMO-LUMO gap ... 11.14 eV
HOMO energy ... -10.295 eV
LUMO ... 0.8 eV

These are the Löwdin partial charges, in e, on atoms 1 to 5: 0.109 0.101 0.007 0.106 -0.109

Run y
The following is a DFT calculation (ωB97M-V/def2-TZVPD) of a single C4H6N2 molecule.

ORCA input file:
```
! RIJCOSX wB97M-V def2-TZVPD def2/J DEFGRID3
* xyz 0 1
N 0.378 1.252 1.031
H -1.256 -1.375 1.117
H 1.657 -1.005 0.178
H -0.895 2.867 -1.119
C 0.697 -1.517 0.143
H 0.799 -2.500 0.609
H -0.605 1.384 -2.191
C -0.402 -0.752 0.849
C -0.059 1.196 -0.188
H 0.437 -1.665 -0.906
C -0.555 1.843 -1.214
N -0.195 0.272 1.691
*
```

Summary:
HOMO-LUMO gap ... 9.47 eV
HOMO energy ... -9.069 eV
LUMO ... 0.4 eV
SMILES ... C=C=N/N=C\C

These are the Löwdin partial charges, in e, on atoms 1 to 5: 0.016 0.097 0.076 0.063 -0.093

Short version: run x is the most stable of them.

Run w
The following is a DFT calculation (ωB97M-V/def2-TZVPD) of a single C4H6N2 molecule.

ORCA input file:
```
! RIJCOSX wB97M-V def2-TZVPD def2/J DEFGRID3
* xyz 0 1
C 1.780 -0.178 0.126
N 0.365 0.080 -0.420
H -0.147 2.011 0.124
H 2.433 0.700 -0.072
C -0.354 1.030 -0.077
C -1.548 -0.844 -0.028
H 2.229 -0.811 -0.666
N -0.265 -1.111 -0.124
H 1.875 -0.600 1.146
H -2.578 0.987 -0.276
C -1.677 0.493 0.135
H -2.112 -1.757 0.130
*
```

Summary:
HOMO-LUMO gap ... 9.77 eV
HOMO energy ... -8.796 eV
LUMO ... 1.0 eV
SMILES ... Cn1cccn1

These are the Löwdin partial charges, in e, on atoms 1 to 5: -0.014 -0.157 0.096 0.080 -0.142

Run x
The following is a DFT calculation (ωB97M-V/def2-TZVPD) of a single C4H6N2 molecule.

ORCA input file:
```
! RIJCOSX wB97M-V def2-TZVPD def2/J DEFGRID3
* xyz 0 1
C 1.727 -0.183 -0.009
H -3.211 -1.139 0.491
H -0.660 0.395 -1.593
H 0.406 1.036 1.130
C 2.694 -0.952 -0.089
N -2.538 -0.853 -0.263
N -0.591 0.477 -0.569
H 3.656 -1.491 -0.283
C -1.641 -0.095 0.222
H -1.522 0.182 1.277
H 1.012 1.767 -0.382
C 0.668 0.856 0.069
*
```

Summary:
HOMO-LUMO gap ... 10.13 eV
HOMO energy ... -9.164 eV
LUMO ... 1.0 eV
SMILES ... [H]/N=C/NCC#C

These are the Löwdin partial charges, in e, on atoms 1 to 5: -0.115 0.053 0.138 0.116 0.088

Run y
The following is a DFT calculation (ωB97M-V/def2-TZVPD) of a single C4H6N2 molecule.

ORCA input file:
```
! RIJCOSX wB97M-V def2-TZVPD def2/J DEFGRID3
* xyz 0 1
H 2.435 -1.434 -0.300
H 2.687 0.919 -0.064
N 0.362 -1.178 -0.183
C -1.888 -0.228 0.022
C 0.359 1.079 0.082
H -2.219 -0.737 -0.890
H -0.076 1.999 0.498
C -0.403 -0.049 -0.034
H -2.127 -0.883 0.866
N 1.726 0.573 0.033
C 1.594 -0.764 -0.155
H -2.452 0.704 0.124
*
```

Summary:
HOMO-LUMO gap ... 9.76 eV
HOMO energy ... -8.773 eV
LUMO ... 1.0 eV
SMILES ... Cc1c[nH]cn1

These are the Löwdin partial charges, in e, on atoms 1 to 5: 0.118 0.146 0.082 -0.053 -0.039

Run z
The following is a DFT calculation (ωB97M-V/def2-TZVPD) of a single C4H6N2 molecule.

ORCA input file:
```
! RIJCOSX wB97M-V def2-TZVPD def2/J DEFGRID3
* xyz 0 1
C -0.546 -0.363 0.066
H -0.855 1.894 0.135
H 0.764 -1.338 1.427
N 0.249 -1.283 -0.678
C -1.146 0.958 -0.377
N 2.827 0.924 0.472
H -1.921 0.376 0.166
C 0.796 -0.693 0.559
C 1.903 0.229 0.500
H 0.652 -0.863 -1.507
H -1.410 1.131 -1.431
H -1.314 -0.972 0.668
*
```

Summary:
HOMO-LUMO gap ... 10.85 eV
HOMO energy ... -9.992 eV
LUMO ... 0.9 eV
SMILES ... C[C@H]1N[C@H]1C#N

These are the Löwdin partial charges, in e, on atoms 1 to 5: -0.404 0.086 0.139 0.081 -0.021

Short version: run y is the most stable of them.

Run w
The following is a DFT calculation (ωB97M-V/def2-TZVPD) of a single C4H6N2 molecule.

ORCA input file:
```
! RIJCOSX wB97M-V def2-TZVPD def2/J DEFGRID3
* xyz 0 1
C 1.294 -0.098 0.051
N 0.531 2.209 0.013
C 0.294 0.954 0.046
H -2.500 -0.937 -0.138
H 1.545 2.365 -0.044
N -1.003 0.528 0.102
H -0.962 -1.407 -0.842
C 2.137 -0.960 0.033
C -1.417 -0.860 0.012
H -1.659 1.299 -0.126
H 2.898 -1.703 -0.027
H -1.158 -1.391 0.919
*
```

Summary:
HOMO-LUMO gap ... 9.84 eV
HOMO energy ... -8.873 eV
LUMO ... 1.0 eV
SMILES ... [H]/N=C(\C#C)NC

These are the Löwdin partial charges, in e, on atoms 1 to 5: -0.066 0.108 -0.514 0.082 0.052

Run x
The following is a DFT calculation (ωB97M-V/def2-TZVPD) of a single C4H6N2 molecule.

ORCA input file:
```
! RIJCOSX wB97M-V def2-TZVPD def2/J DEFGRID3
* xyz 0 1
H -1.496 0.109 -0.371
C 0.396 -1.482 0.603
H 1.114 -2.131 0.130
N -1.158 1.088 -0.100
H -0.303 -1.849 1.342
H 1.846 0.167 -1.216
C 0.932 0.460 -0.720
H -0.993 0.262 1.886
H -0.316 1.687 -2.030
C -0.124 1.176 -1.097
C -0.409 0.679 1.069
N 0.510 -0.166 0.506
*
```

Summary:
HOMO-LUMO gap (spin up / spin down) ... 7.56 / 8.18 eV
HOMO energy (spin up / spin down) ... -7.039 / -7.495 eV
LUMO (spin up / spin down) ... 0.5 / 0.7 eV

These are the Löwdin partial charges, in e, on atoms 1 to 5: 0.132 0.021 0.061 -0.024 0.067

Run y
The following is a DFT calculation (ωB97M-V/def2-TZVPD) of a molecular structure, C4H6N2.

ORCA input file:
```
! RIJCOSX wB97M-V def2-TZVPD def2/J DEFGRID3
* xyz 0 1
N -0.115 -0.954 0.129
H 2.516 -0.623 -0.665
C -1.471 0.749 -0.281
H 0.168 -1.839 0.516
H -2.434 1.252 -0.476
C 0.749 0.102 0.063
N 2.117 -0.268 0.204
H 2.706 0.494 0.518
H -0.752 1.692 0.441
C -1.412 -0.585 -0.056
C 0.110 1.311 -0.237
H -2.183 -1.331 -0.155
*
```

Summary:
HOMO-LUMO gap ... 9.22 eV
HOMO energy ... -8.263 eV
LUMO ... 1.0 eV

These are the Löwdin partial charges, in e, on atoms 1 to 5: 0.058 0.086 -0.116 0.150 0.105

Run z
The following is a DFT calculation (ωB97M-V/def2-TZVPD) of a molecular structure, C4H6N2.

ORCA input file:
```
! RIJCOSX wB97M-V def2-TZVPD def2/J DEFGRID3
* xyz 0 1
C 0.131 -0.828 -1.159
H -0.267 -1.435 0.788
C -1.673 0.109 0.253
N 1.719 0.030 -0.380
H -2.259 0.233 -0.646
H 0.640 1.499 0.785
N 0.004 -1.070 -2.295
H 1.387 0.150 1.678
C -0.426 -0.511 0.233
C 0.979 0.464 0.720
H 1.789 0.737 -1.112
H -2.025 0.623 1.137
*
```

Summary:
HOMO-LUMO gap (spin up / spin down) ... 7.76 / 8.77 eV
HOMO energy (spin up / spin down) ... -8.853 / -9.390 eV
LUMO (spin up / spin down) ... -1.1 / -0.6 eV

These are the Löwdin partial charges, in e, on atoms 1 to 5: -0.323 0.140 0.065 0.041 0.072

Short version: run w is the most stable of them.

Run w
The following is a DFT calculation (ωB97M-V/def2-TZVPD) of a single C4H6N2 molecule.

ORCA input file:
```
! RIJCOSX wB97M-V def2-TZVPD def2/J DEFGRID3
* xyz 0 1
H 2.511 0.951 0.621
H 1.951 -1.672 0.717
C 0.702 0.832 -0.578
H -0.311 -1.341 -0.914
C 0.041 -0.576 -0.200
H -2.377 -0.435 -0.779
H -2.908 0.605 0.473
C 1.330 -0.816 0.491
N 1.746 0.417 0.227
H 0.301 1.826 -0.341
N -2.152 0.061 0.087
C -0.959 0.094 0.673
*
```

Summary:
HOMO-LUMO gap (spin up / spin down) ... 8.30 / 8.30 eV
HOMO energy (spin up / spin down) ... -7.147 / -7.147 eV
LUMO (spin up / spin down) ... 1.2 / 1.2 eV

These are the Löwdin partial charges, in e, on atoms 1 to 5: 0.156 0.104 -0.099 0.130 -0.341

Run x
The following is a DFT calculation (ωB97M-V/def2-TZVPD) of a single C4H6N2 molecule.

ORCA input file:
```
! RIJCOSX wB97M-V def2-TZVPD def2/J DEFGRID3
* xyz 0 1
H -1.009 1.568 0.170
C 0.646 1.399 -0.201
H 0.129 -1.796 0.506
C -1.438 -0.512 -0.030
H 2.623 -0.537 -0.718
N -0.127 -0.905 0.106
H 2.742 0.369 0.635
H -2.691 1.183 -0.441
H -2.175 -1.308 -0.092
N 2.189 -0.341 0.178
C 0.837 0.089 0.036
C -1.727 0.793 -0.148
*
```

Summary:
HOMO-LUMO gap ... 8.76 eV
HOMO energy ... -8.467 eV
LUMO ... 0.3 eV

These are the Löwdin partial charges, in e, on atoms 1 to 5: -0.013 0.196 0.141 -0.199 0.084

Short version: run x is the most stable of them.

Run w
The following is a DFT calculation (ωB97M-V/def2-TZVPD) of 3 unconnected molecules or ions with the total composition CH3N3O2.

ORCA input file:
```
! RIJCOSX wB97M-V def2-TZVPD def2/J DEFGRID3
* xyz 0 1
N -0.416 -2.209 -0.346
C -1.326 0.890 -0.268
O 2.219 0.220 -0.104
H 1.459 0.881 0.063
N 0.458 -1.839 0.192
H -1.483 0.453 1.658
N -1.035 0.910 0.898
O -1.553 0.988 -1.390
H 1.678 -0.294 -0.701
*
```

Summary:
HOMO-LUMO gap ... 11.85 eV
HOMO energy ... -11.275 eV
LUMO ... 0.6 eV
SMILES ... N=C=O.N#N.O

These are the Löwdin partial charges, in e, on atoms 1 to 5: 0.070 -0.456 -0.113 0.052 0.044

Run x
The following is a DFT calculation (ωB97M-V/def2-TZVPD) of 2 unconnected molecules or ions with the total composition CH3N3O2.

ORCA input file:
```
! RIJCOSX wB97M-V def2-TZVPD def2/J DEFGRID3
* xyz 0 1
N -0.390 1.402 0.487
C -0.122 1.066 -1.561
O 0.892 -3.187 1.878
N -0.432 2.017 -0.737
N -0.170 0.179 0.387
O 0.002 -0.114 -0.963
H 0.294 -2.534 1.533
H 0.254 -3.856 2.193
H -0.028 1.218 -2.636
*
```

Summary:
HOMO-LUMO gap ... 11.83 eV
HOMO energy ... -11.445 eV
LUMO ... 0.4 eV
SMILES ... c1nnno1.O

These are the Löwdin partial charges, in e, on atoms 1 to 5: -0.010 -0.203 -0.064 0.056 0.039

Short version: run w is the most stable of them.